Record 1
DFT (the ωB97M-V functional and the def2-TZVPD basis) results for a 21-piece molecular cluster, C70H189N7O28 overall at a distorted geometry.

Structure (ORCA input):
```
! RIJCOSX wB97M-V def2-TZVPD def2/J DEFGRID3
* xyz 0 1
C -2.54 -32.22 26.02
O -1.24 -32.19 25.51
C -0.26 -32.78 26.33
C -0.47 -34.34 26.43
N 0.75 -35.11 26.85
C 1.75 -35.21 25.78
C 2.75 -36.38 26.13
O 3.79 -35.98 27.06
C 4.68 -37.06 27.54
H -3.09 -31.61 25.30
H -2.78 -31.80 27.00
H -2.98 -33.22 26.00
H -0.25 -32.30 27.31
H 0.72 -32.56 25.89
H -0.83 -34.74 25.48
H -1.22 -34.55 27.20
H 0.53 -36.06 27.10
H 2.24 -34.24 25.69
H 1.22 -35.46 24.87
H 3.21 -36.65 25.18
H 2.23 -37.29 26.45
H 5.47 -36.71 28.21
H 5.24 -37.48 26.70
H 4.12 -37.81 28.09
C -1.42 -28.19 14.64
O -2.10 -26.91 14.39
C -1.83 -26.35 13.10
C -2.39 -24.93 13.12
N -3.84 -25.03 12.87
C -4.50 -23.79 13.26
C -6.01 -23.93 13.27
O -6.42 -24.72 14.32
C -7.82 -24.54 14.47
H -0.61 -28.14 15.37
H -1.09 -28.71 13.74
H -2.19 -28.80 15.10
H -2.21 -27.02 12.33
H -0.76 -26.22 12.94
H -1.92 -24.32 12.35
H -2.27 -24.48 14.10
H -4.20 -25.80 13.41
H -4.27 -23.05 12.50
H -4.12 -23.44 14.22
H -6.41 -24.37 12.36
H -6.36 -22.90 13.27
H -7.96 -23.80 15.26
H -8.37 -25.39 14.87
H -8.33 -24.24 13.55
C 20.18 -30.08 34.02
O 19.42 -28.91 33.75
C 18.31 -28.78 34.71
C 17.69 -27.40 34.33
N 17.49 -27.29 32.84
C 17.20 -25.89 32.54
C 17.06 -25.72 31.01
O 18.23 -25.93 30.28
C 18.05 -25.72 28.87
H 20.49 -30.29 35.05
H 20.97 -30.05 33.28
H 19.74 -31.04 33.75
H 18.60 -28.90 35.75
H 17.65 -29.61 34.47
H 18.36 -26.64 34.73
H 16.76 -27.21 34.87
H 18.32 -27.65 32.39
H 18.02 -25.26 32.89
H 16.26 -25.53 32.95
H 16.75 -24.69 30.86
H 16.24 -26.33 30.63
H 17.18 -26.25 28.48
H 18.95 -26.00 28.33
H 17.85 -24.66 28.71
C 20.33 -37.28 22.30
O 20.96 -37.90 23.40
C 20.46 -39.20 23.71
C 21.26 -39.93 24.79
N 22.65 -40.27 24.36
C 23.44 -40.96 25.44
C 24.96 -40.98 25.05
O 25.37 -39.60 25.04
C 26.83 -39.49 24.94
H 20.55 -37.78 21.36
H 20.77 -36.29 22.17
H 19.25 -37.19 22.34
H 20.42 -39.84 22.83
H 19.44 -39.07 24.07
H 20.65 -40.80 25.03
H 21.27 -39.38 25.73
H 23.12 -39.39 24.22
H 23.00 -41.90 25.78
H 23.61 -40.30 26.29
H 25.29 -41.40 24.09
H 25.57 -41.60 25.70
H 27.00 -38.42 25.07
H 27.19 -39.72 23.94
H 27.33 -40.10 25.69
C 25.55 -19.53 25.06
O 25.63 -20.45 23.98
C 24.49 -21.24 23.79
C 24.38 -21.91 22.43
N 23.84 -21.06 21.35
C 24.64 -19.85 21.16
C 26.11 -20.12 20.69
O 26.07 -20.85 19.47
C 25.47 -20.21 18.36
H 24.97 -18.63 24.83
H 26.56 -19.18 25.27
H 25.24 -20.02 25.98
H 23.60 -20.64 23.91
H 24.42 -22.01 24.56
H 23.75 -22.79 22.51
H 25.36 -22.32 22.18
H 24.03 -21.59 20.52
H 24.57 -19.22 22.05
H 24.11 -19.25 20.43
H 26.59 -20.77 21.41
H 26.75 -19.24 20.59
H 24.38 -20.22 18.42
H 25.77 -20.60 17.38
H 25.82 -19.18 18.27
C 5.99 -30.12 21.06
O 7.11 -29.23 21.35
C 8.33 -29.94 21.53
C 9.53 -28.92 21.46
N 10.80 -29.60 21.60
C 11.86 -28.68 21.84
C 13.16 -29.51 21.79
O 14.26 -28.62 21.83
C 15.52 -29.18 21.59
H 5.83 -30.88 21.82
H 6.20 -30.68 20.15
H 5.06 -29.58 20.94
H 8.51 -30.66 20.73
H 8.26 -30.48 22.48
H 9.37 -28.23 22.28
H 9.49 -28.33 20.55
H 10.84 -30.26 22.36
H 11.82 -28.18 22.81
H 11.92 -27.91 21.07
H 13.18 -30.03 20.83
H 13.25 -30.27 22.56
H 15.66 -29.52 20.56
H 15.65 -30.04 22.26
H 16.30 -28.47 21.87
C 5.49 -30.14 28.60
O 5.13 -30.85 29.69
C 5.26 -32.23 29.50
C 4.68 -32.86 30.76
N 3.25 -32.78 30.95
C 2.75 -33.34 32.21
C 3.12 -34.82 32.39
O 2.48 -35.27 33.55
C 2.84 -36.58 33.96
H 6.43 -30.40 28.12
H 5.62 -29.12 28.96
H 4.64 -30.17 27.92
H 6.25 -32.68 29.38
H 4.63 -32.49 28.65
H 5.27 -32.60 31.64
H 4.94 -33.91 30.63
H 2.83 -33.35 30.23
H 1.68 -33.22 32.36
H 3.31 -32.71 32.91
H 4.20 -34.95 32.46
H 2.70 -35.40 31.56
H 2.76 -37.30 33.15
H 2.05 -36.84 34.66
H 3.81 -36.67 34.46
C 6.39 -33.18 14.17
C 5.36 -33.34 13.01
O 4.25 -33.95 13.57
H 5.78 -32.72 14.94
H 7.12 -32.42 13.91
H 6.88 -34.12 14.42
H 5.68 -34.08 12.27
H 5.20 -32.40 12.49
H 3.70 -34.30 12.87
C 9.59 -35.60 23.51
C 10.72 -35.38 24.50
O 10.90 -33.96 24.62
H 8.62 -35.20 23.82
H 9.31 -36.65 23.43
H 9.79 -35.19 22.52
H 11.62 -35.90 24.18
H 10.42 -35.76 25.48
H 11.74 -33.86 25.06
C 9.21 -22.20 22.85
C 10.12 -22.46 24.07
O 9.34 -23.10 25.07
H 9.53 -21.32 22.30
H 8.21 -21.92 23.16
H 9.12 -23.15 22.32
H 10.34 -21.51 24.55
H 11.06 -22.98 23.87
H 9.75 -22.81 25.89
C 12.12 -33.35 17.62
C 12.40 -32.03 16.77
O 11.44 -31.11 17.11
H 11.14 -33.75 17.38
H 12.17 -33.14 18.69
H 12.85 -34.14 17.46
H 12.22 -32.31 15.73
H 13.40 -31.62 16.92
H 11.56 -31.00 18.05
C 5.93 -25.71 14.11
C 6.58 -26.93 14.80
O 7.84 -27.24 14.27
H 4.90 -25.55 14.41
H 5.94 -25.75 13.02
H 6.43 -24.77 14.33
H 5.94 -27.79 14.62
H 6.63 -26.83 15.89
H 8.25 -27.82 14.93
C -3.21 -33.19 19.44
C -3.46 -34.23 18.36
O -2.71 -35.38 18.56
H -2.19 -32.81 19.43
H -3.38 -33.59 20.44
H -3.88 -32.35 19.23
H -3.14 -33.84 17.39
H -4.54 -34.36 18.22
H -1.78 -35.12 18.63
C 3.48 -22.78 19.35
C 2.41 -23.88 19.49
O 1.19 -23.22 19.44
H 3.30 -21.98 20.06
H 3.47 -22.37 18.34
H 4.44 -23.22 19.60
H 2.56 -24.34 20.47
H 2.48 -24.66 18.72
H 0.54 -23.85 19.75
C 4.59 -36.49 19.40
C 3.33 -36.93 18.65
O 2.66 -35.78 18.03
H 4.37 -35.75 20.18
H 5.25 -36.14 18.61
H 5.06 -37.36 19.85
H 2.69 -37.45 19.36
H 3.51 -37.68 17.88
H 3.05 -35.62 17.17
C 26.46 -28.56 17.32
C 26.18 -27.42 18.41
O 24.85 -27.46 18.92
H 26.31 -29.56 17.72
H 27.48 -28.62 16.95
H 25.82 -28.39 16.45
H 26.27 -26.40 18.06
H 26.86 -27.60 19.24
H 24.68 -28.35 19.24
C 24.00 -29.89 23.94
C 24.32 -31.08 23.01
O 23.48 -30.96 21.85
H 23.02 -29.94 24.42
H 24.03 -28.93 23.43
H 24.65 -29.88 24.81
H 24.23 -31.96 23.64
H 25.36 -31.01 22.69
H 23.79 -31.65 21.26
C 17.64 -22.21 18.93
C 17.38 -21.95 20.38
O 18.25 -21.00 20.94
H 17.00 -22.97 18.49
H 18.70 -22.35 18.73
H 17.45 -21.36 18.27
H 17.56 -22.86 20.95
H 16.33 -21.74 20.61
H 19.16 -21.26 20.76
C 18.37 -31.79 28.36
C 17.45 -33.01 28.58
O 16.26 -32.63 27.97
H 18.55 -31.63 27.30
H 19.40 -31.96 28.70
H 18.02 -30.84 28.77
H 17.31 -33.16 29.65
H 17.88 -33.96 28.25
H 15.85 -32.00 28.56
C 11.75 -21.67 16.98
C 11.39 -23.09 16.50
O 11.01 -23.05 15.12
H 10.92 -20.97 16.99
H 12.52 -21.13 16.42
H 12.03 -21.84 18.02
H 10.55 -23.53 17.05
H 12.25 -23.75 16.53
H 10.59 -23.90 14.96
C 17.40 -27.76 14.96
C 17.03 -27.83 13.52
O 18.10 -28.32 12.78
H 18.34 -27.23 15.13
H 17.43 -28.68 15.54
H 16.61 -27.22 15.49
H 16.79 -26.82 13.17
H 16.16 -28.47 13.33
H 17.93 -28.36 11.83
*
```

## Properties
Lowest unoccupied orbital energy in eV: 0.14

=====

Record 2
DFT (the ωB97M-V functional and the def2-TZVPD basis) results for C29H39MoN6OS2 as an isolated structure at a distorted geometry.

Structure (ORCA input):
```
! RIJCOSX wB97M-V def2-TZVPD def2/J DEFGRID3
* xyz 3 3
Mo -1.02 -0.64 -0.49
N -1.08 -2.47 0.61
C -1.34 -3.82 -0.01
C -0.03 -4.25 -0.71
C 0.58 -3.34 -1.76
C -0.29 -2.78 -2.89
N -1.32 -1.82 -2.39
H -0.18 -2.58 1.09
H -1.77 -2.36 1.34
H -2.16 -3.66 -0.66
H -1.65 -4.52 0.78
H -0.37 -5.12 -1.23
H 0.67 -4.56 0.05
H 1.39 -3.84 -2.28
H 1.04 -2.40 -1.30
H -0.83 -3.50 -3.47
H 0.45 -2.26 -3.51
H -2.26 -2.21 -2.36
H -1.36 -1.07 -3.13
C 5.32 -1.25 2.48
C 3.93 -1.87 2.36
C 3.81 -2.37 0.89
C 3.90 -3.11 3.20
C 2.76 -0.89 2.66
C 2.70 -0.17 3.90
C 1.61 0.61 4.23
C 0.51 0.53 3.39
S -1.08 1.16 3.71
C -1.57 0.63 2.16
N -0.63 0.02 1.49
C 0.56 -0.10 2.18
C 1.71 -0.76 1.80
C -2.87 0.66 1.60
C -4.00 1.17 2.17
C -5.17 1.20 1.42
C -5.21 0.62 0.12
C -4.02 0.16 -0.47
C -2.82 0.18 0.26
H 5.94 -2.09 2.29
H 5.62 -0.95 3.49
H 5.49 -0.46 1.74
H 4.71 -2.91 0.49
H 3.60 -1.60 0.17
H 2.94 -3.06 0.79
H 4.43 -3.89 2.76
H 2.86 -3.60 3.17
H 4.10 -2.95 4.30
H 3.57 -0.21 4.60
H 1.71 1.12 5.18
H 1.88 -1.25 0.84
H -3.97 1.75 3.09
H -6.04 1.72 1.86
H -6.09 0.46 -0.48
H -4.07 -0.27 -1.44
S 2.99 1.20 -2.01
C 2.23 2.13 -0.76
C 1.15 1.50 -0.32
N 0.90 0.28 -0.92
C 1.84 0.05 -1.85
H 2.59 3.12 -0.47
H 0.40 1.87 0.36
H 1.82 -0.82 -2.41
N -1.41 0.97 -1.94
C -1.41 2.13 -2.17
N -1.47 3.39 -2.39
C -2.00 4.29 -1.31
C -2.83 5.41 -1.89
O -1.98 6.11 -2.84
C -1.72 5.27 -3.90
C -0.79 4.06 -3.62
H -1.13 4.67 -0.77
H -2.58 3.63 -0.64
H -2.91 6.13 -1.04
H -3.81 5.18 -2.36
H -1.20 5.84 -4.63
H -2.67 4.88 -4.34
H 0.19 4.34 -3.32
H -0.80 3.37 -4.55
*
```

## Properties
Lowest unoccupied orbital energy (spin up / spin down) in eV: -10.44 / -10.08

=====

Record 3
DFT (the ωB97M-V functional and the def2-TZVPD basis) results for CH3NS3 as an isolated structure at a distorted geometry.

Structure (ORCA input):
```
! RIJCOSX wB97M-V def2-TZVPD def2/J DEFGRID3
* xyz 0 1
C -0.31 -0.03 -0.24
N 0.68 -0.84 0.02
S 0.11 1.90 -0.11
S -1.92 -0.57 0.19
S 2.33 -0.33 0.00
H 0.35 -1.78 0.15
H -2.49 0.58 0.25
H 1.26 1.07 -0.24
*
```

## Properties
Lowest unoccupied orbital energy in eV: -0.54

=====

Record 4
DFT (the ωB97M-V functional and the def2-TZVPD basis) results for one molecule with the formula C22H31N7 at a distorted geometry.

Structure (ORCA input):
```
! RIJCOSX wB97M-V def2-TZVPD def2/J DEFGRID3
* xyz 0 1
C -0.08 -0.79 -3.24
C -0.23 -0.51 -1.92
C 0.55 0.53 -1.28
N 0.56 0.92 -0.08
C -0.06 0.13 0.99
C 0.19 -1.39 1.12
N 1.16 -1.15 2.19
C 1.30 -2.06 3.32
C 1.76 -3.47 2.88
C 1.87 -4.44 4.07
C 2.80 -3.88 5.18
C 2.38 -2.46 5.61
C 2.26 -1.51 4.40
C 0.61 0.20 2.36
N 1.43 1.15 -2.21
C 1.55 0.79 -3.58
N 2.47 1.49 -4.44
C 2.10 1.83 -5.82
C 1.21 3.10 -5.85
N 1.86 4.14 -5.04
N 1.46 5.42 -5.05
C 2.19 5.99 -4.14
C 3.06 5.12 -3.50
C 2.83 3.89 -4.08
C 3.42 2.49 -3.91
C 3.90 5.84 -2.48
C 3.11 7.14 -2.29
C 2.29 7.39 -3.58
N 0.80 -0.14 -4.07
H -0.68 -1.56 -3.70
H -0.96 -1.06 -1.36
H -1.12 0.42 1.02
H -0.70 -1.92 1.46
H 0.61 -1.91 0.26
H 0.32 -2.17 3.79
H 1.07 -3.87 2.14
H 2.72 -3.39 2.38
H 0.88 -4.63 4.49
H 2.25 -5.41 3.73
H 2.80 -4.55 6.04
H 3.82 -3.86 4.81
H 1.43 -2.51 6.13
H 3.10 -2.07 6.32
H 3.25 -1.37 3.95
H 1.93 -0.53 4.74
H 1.36 0.98 2.48
H -0.12 0.27 3.17
H 2.00 1.90 -1.84
H 3.02 2.01 -6.39
H 1.60 0.99 -6.31
H 1.04 3.48 -6.86
H 0.24 2.90 -5.40
H 3.68 2.29 -2.87
H 4.35 2.41 -4.46
H 4.02 5.29 -1.55
H 4.90 6.06 -2.87
H 2.42 7.02 -1.45
H 3.75 7.99 -2.04
H 2.79 8.07 -4.26
H 1.31 7.82 -3.35
*
```

## Properties
Lowest unoccupied orbital energy in eV: 0.71
SMILES string: c1c/c(=N\C2CN(C3CCCCC3)C2)[nH]c(N2CCn3nc4c(c3C2)CCC4)n1